1.
The following is a DFT calculation (wB97M-V/def2-TZVPD) of C3H9N3 as an isolated structure at a distorted geometry.

Structure (XYZ):
```
15
Properties=species:S:1:pos:R:3:forces:R:3
H 1.5602 1.7124 -0.7331 0.62 0.15 -1.52
N -0.7538 -1.2802 -0.6148 1.14 1.28 -0.24
C 1.0069 1.7205 0.1537 -0.26 1.37 2.08
C -0.2338 0.1724 1.6453 -1.36 -0.15 0.85
H 0.0000 -0.9578 1.8328 -0.76 2.22 0.45
H 0.6739 -0.2547 -1.6695 -0.43 0.67 1.32
C 0.0977 -0.2954 -0.6887 0.07 -2.46 -0.84
N 0.4799 0.4326 0.4084 -0.93 -0.72 -0.64
H -1.4338 0.3389 1.5940 2.68 -0.58 -0.23
H 1.7015 2.0433 0.9528 -0.24 -0.34 -0.20
N -0.6847 -2.0753 -1.8612 -4.67 -1.89 1.54
H 0.1015 0.9559 2.4319 -0.16 -1.80 -1.12
H -1.8482 -1.6744 -2.4101 4.11 -2.38 2.08
H -0.8713 -3.3065 -1.1969 0.07 4.45 -3.13
H 0.2041 2.4683 0.1555 0.13 0.19 -0.41
```
Forces are in eV/Å.

Results
energy	-7722.24269	eV
energy above the lowest of the compared OMol25 structures with the same formula, charge and spin	514.4	kJ/mol
orbital gap	0.3357	Ha
total charge	0

***

2.
The following is a DFT calculation (wB97M-V/def2-TZVPD) of one molecule with the formula C5H12S4 at a distorted geometry.

Structure (XYZ):
```
21
Properties=species:S:1:pos:R:3:forces:R:3
S 1.5484 1.5574 -1.8755 -1.07 -0.62 -0.96
H -1.7942 -2.2815 2.4692 1.67 2.17 0.17
H -1.0479 1.7696 0.2668 0.53 0.08 0.74
H -0.6758 -1.9144 0.3509 0.52 0.73 -0.22
H -1.8051 -0.6383 0.4374 -0.53 0.91 -0.47
C 0.2823 0.0890 0.4044 -1.06 1.12 -2.85
H -0.4613 -1.2250 -3.0105 -1.47 -0.04 -1.27
H 0.5983 2.1698 0.9017 -0.36 0.13 0.23
H 1.6185 -1.4139 0.9154 1.06 -2.42 -0.61
S -1.2650 0.8606 -2.0214 -0.59 -0.40 0.36
S 0.5802 -1.3955 -2.2958 1.84 0.20 1.66
H 1.6447 -0.0630 1.9532 0.11 -0.37 -0.15
C -0.8000 -0.8691 0.7029 -0.47 -2.91 1.02
H 2.3211 0.2611 0.4683 1.98 0.06 -1.16
C -0.2274 1.4513 0.9458 0.23 -0.29 -0.02
C 0.3091 0.2244 -1.4470 0.47 0.36 2.13
S -0.8960 -1.0969 2.5368 -1.72 -2.30 0.10
H -1.9113 -0.1991 -1.4575 -0.17 0.54 -0.52
C 1.6285 -0.3881 0.8956 -2.40 2.96 2.01
H -0.6355 1.3362 2.0052 0.71 0.26 -1.40
H 0.9885 1.7654 -3.1460 0.72 -0.17 1.21
```
Forces are in eV/Å.

Results
SMILES string	CC(C)(CS)C(S)(S)S
energy	-48718.49289	eV
energy above the lowest of the compared OMol25 structures with the same formula, charge and spin	225.8	kJ/mol
orbital gap	0.3459	Ha
total charge	0

***

3.
The following is a DFT calculation (wB97M-V/def2-TZVPD) of an isolated ion of composition C3H5N2OS and charge +1 at a distorted geometry.

Structure (XYZ):
```
12
Properties=species:S:1:pos:R:3:forces:R:3
C -1.1947 0.4694 -0.2223 1.90 -2.07 3.36
C 0.7608 -0.8791 -0.0974 -0.31 0.94 0.99
H -1.7270 0.8094 -0.9962 -2.12 2.12 -2.36
H 1.2414 -1.7147 -0.4904 1.55 -1.34 0.32
N 1.1584 -0.1970 0.9545 1.35 -2.22 0.84
H -0.8259 2.3506 1.1337 0.19 -2.08 -0.31
S -2.0714 0.1091 1.3839 0.71 0.26 -0.94
O 0.5663 0.8890 1.4559 0.47 1.66 0.79
H -0.6707 -1.3510 -1.3635 0.22 1.33 0.42
C -0.6792 1.2128 1.0086 -2.24 1.23 -1.62
N -0.2978 -0.5711 -0.7784 -1.62 0.26 0.19
H 1.7165 -0.5673 1.7567 -0.10 -0.09 -1.68
```
Forces are in eV/Å.

Results
SMILES string	C1=[NH+]O[C@@H]2S[C@@H]2N1
energy	-19044.92984	eV
energy above the lowest of the compared OMol25 structures with the same formula, charge and spin	228.2	kJ/mol
orbital gap	0.3550	Ha
total charge	+1

***

4.
The following is a DFT calculation (wB97M-V/def2-TZVPD) of C40H82NO16PbS7 as an isolated structure at a distorted geometry.

Structure (XYZ):
```
147
Properties=species:S:1:pos:R:3:forces:R:3
O -0.9825 3.4472 3.6196 0.41 -0.30 -0.38
H -1.2421 -2.3595 3.0540 0.41 0.70 0.16
H 3.4473 -3.9517 1.0672 0.02 0.20 0.06
C -1.2490 2.5077 6.0764 0.19 0.69 0.44
Pb 3.9308 3.0364 1.6250 -3.01 -2.15 -1.41
H -2.9056 0.2550 0.6381 -0.54 0.17 -0.05
C -3.9933 3.2975 -2.4898 -0.68 -0.21 1.38
H 1.5809 -4.0209 -1.2563 -0.44 -0.74 -0.18
C 1.7521 -4.2851 -0.2047 -0.20 1.38 -0.99
H 1.2689 3.1152 -1.9718 -0.12 0.29 0.41
H 0.5805 -0.5045 2.1002 -0.34 0.04 -0.14
C -5.2307 2.6407 -1.8542 1.19 0.00 1.27
O -5.3252 -0.6449 3.0309 0.16 -0.32 -0.07
H -1.8740 2.8200 -2.6858 0.06 -0.20 -0.04
H 2.8198 -0.7412 -1.5155 -0.36 -0.22 0.04
H 0.6027 -4.1361 4.6499 -0.01 -0.33 -0.11
H -0.4955 1.8024 1.2967 0.27 0.06 0.13
C -0.1203 1.8141 6.9078 -1.26 0.63 -1.07
H -1.7830 -5.5444 4.8029 0.42 -0.90 -0.59
C -2.7331 2.5015 -2.0912 -0.10 -0.66 -0.16
H 0.8103 0.8761 3.7546 0.66 0.37 -0.07
H -3.3263 5.2837 -2.5364 0.04 0.15 0.09
H 1.5244 0.5914 -0.5887 0.77 0.13 0.10
H -1.9082 -1.9638 0.3234 0.06 0.44 -0.02
H 1.7868 -0.8602 -3.0318 -0.20 0.05 0.40
C 0.2284 -3.7153 3.7128 0.39 -0.71 0.09
H 0.3077 3.8892 -4.0734 -0.09 -0.35 0.46
H 2.9522 -3.0811 -2.7972 0.06 -0.10 -0.46
H -6.0764 0.6212 -4.4895 0.05 0.19 -0.45
H 5.5646 -3.2055 2.5546 0.58 -0.25 0.18
N -4.2527 3.4116 -3.9313 -0.59 1.29 0.39
O 2.1110 1.5944 1.1847 2.59 1.71 0.97
H -6.6546 1.1491 -2.1397 -0.06 -0.13 -0.14
C -5.6885 1.4162 -2.5814 -1.20 -0.66 0.38
H 0.4785 -1.2441 0.4576 -0.30 0.09 0.16
H 1.1108 2.4840 4.6990 0.79 -0.35 -0.47
H -3.9742 -1.4603 -1.0202 0.36 -0.25 -0.19
C 3.1803 -3.8473 0.0096 0.90 -0.87 0.98
H 3.1604 -7.3891 -0.5221 -0.20 -0.03 0.08
H 1.0631 7.1122 -1.5505 0.37 -0.11 -0.04
C -5.2929 -1.7603 0.6005 -0.77 -1.84 0.45
H 4.6021 0.3451 -2.7476 -0.07 -0.28 0.26
H -2.0514 -3.5446 5.5623 -0.05 -1.11 0.10
C -4.6943 2.3145 -4.7824 -0.23 -2.23 0.30
S 5.4083 -0.5644 1.3460 1.29 -0.99 -0.01
S -0.5289 -5.1027 2.7922 -2.45 0.08 1.90
H 4.6100 0.3106 -5.3676 0.66 0.06 0.82
H -3.3067 4.7711 -0.9314 -0.75 -0.41 0.53
H -2.9167 1.4274 -2.1905 0.19 -0.01 -0.59
H 7.9629 -2.2916 3.2270 -0.04 0.00 -0.04
C 7.1477 -0.7574 1.8677 0.54 0.67 1.15
H -3.6965 4.9372 -4.9393 -0.09 0.01 0.08
H 7.8549 -1.1936 1.1665 -0.79 -0.05 -0.73
S 4.1441 -5.2134 -0.7480 -0.35 0.58 0.32
H -4.9397 2.4238 -0.8182 0.28 -0.65 -0.16
C 3.4837 -2.1629 -3.0229 0.42 -0.24 -0.23
C 2.7851 -0.8884 -2.5922 1.41 -0.24 -1.10
H -3.3042 1.2174 -6.1005 0.12 0.10 0.02
H 2.6166 3.2416 -2.9464 0.51 0.77 -0.21
S -4.9379 -0.3837 1.6722 0.44 0.99 -0.82
C 7.1162 -1.6180 3.1410 -1.38 0.13 -0.33
H -5.9959 3.3617 -1.5561 -0.41 0.11 -1.24
C 1.2535 0.7818 0.4578 -1.26 -0.30 -0.22
O 4.4584 -4.8378 -2.1078 0.05 -0.35 0.24
C 2.7600 -6.4068 -0.7531 0.45 0.87 -0.49
C 0.8902 4.5686 -3.4501 0.08 0.98 -1.33
H -6.0661 3.5139 -6.0452 -0.53 -0.65 0.20
C 1.8425 3.8770 -2.5172 -0.50 -1.93 0.76
H 4.6191 -0.4655 3.5101 0.10 -0.09 0.16
H 3.5788 -2.9066 -0.3572 -0.35 0.01 -0.25
H 4.5039 -2.2351 -2.6413 -0.20 -0.04 0.56
H -2.7069 1.4877 -4.4729 0.10 -0.41 0.01
H 7.5298 0.2366 2.1039 -0.12 0.07 -0.11
H -6.2017 -1.6454 0.0132 0.15 0.54 -0.10
C 1.0567 -0.5977 1.1211 0.38 -0.04 -0.02
C -2.1184 -3.6147 4.4718 -0.37 1.52 0.74
H -2.4660 2.5483 -1.0328 -0.24 0.70 0.04
C -3.1744 -0.4839 1.3956 1.37 0.43 0.07
C -0.0056 5.4834 -2.6122 0.14 0.44 0.26
H -3.9279 0.1977 -4.8502 0.03 0.07 0.38
H 1.9735 -1.1664 1.3113 0.29 0.36 -0.25
H 1.5966 0.6251 6.3312 0.07 0.04 -0.16
H 7.0405 -0.9841 4.0256 0.60 0.15 -0.05
O 5.0406 0.8519 1.2846 0.20 0.49 -0.12
H -5.1007 0.5078 -2.4118 0.52 0.32 0.16
C 5.7456 -2.3382 3.1872 -0.80 0.41 0.71
H -3.0496 -3.0612 4.3336 0.00 -0.15 -0.71
H -0.1671 2.3224 -0.3378 0.56 0.09 0.07
S 2.3946 5.0797 -1.3047 -2.24 0.97 -2.80
C -0.9228 -2.7709 4.0160 0.09 -0.40 -1.87
H -2.6052 -0.1678 2.2713 -0.28 -0.31 0.23
O -3.2321 4.2025 -4.5267 0.49 -0.55 -0.36
O 2.4788 4.4711 0.0233 1.16 -0.03 0.45
C -4.0309 -2.1298 -0.1591 0.45 0.56 0.33
H 3.6434 -1.6138 2.6223 0.18 -0.33 -0.28
C 0.8375 6.0558 -1.4364 -0.53 -0.89 0.78
O -2.0189 1.1992 3.9759 0.71 -0.20 -0.55
O 5.2608 -1.4027 0.1930 -0.68 0.35 -0.25
H -5.3224 2.0167 -6.8449 -0.44 0.02 0.08
C -2.0324 -5.0285 3.8722 0.91 0.22 1.77
H -2.8382 -2.6008 1.6178 -0.31 -0.12 -0.07
C -3.5888 1.2134 -5.0464 -0.02 1.08 -0.45
C 0.5858 0.8195 5.9697 0.13 0.25 -0.19
O 0.1018 -6.3698 3.0421 0.58 0.32 -0.48
C -5.2287 2.8187 -6.1189 1.44 1.50 0.04
H -0.4100 6.3477 -3.1381 0.23 -0.16 -0.44
C 4.6681 -1.3005 2.8062 0.87 0.69 -0.08
H -0.5482 -2.0202 4.7068 -0.52 0.19 0.02
C 1.7095 -5.7608 0.1463 0.43 0.33 -0.17
H -0.9049 4.9468 -2.3065 0.28 -0.13 0.52
C 3.8525 -0.1057 -4.7069 -1.43 -0.45 -0.81
C -2.8712 -1.8506 0.8221 -0.32 -0.43 0.05
C 3.6370 0.2197 -3.2469 0.39 0.70 1.00
H 1.4126 5.1447 -4.2193 0.31 0.18 0.31
H -1.1168 3.5885 6.1267 -0.31 0.02 0.26
O -5.3529 0.8504 1.0441 -0.33 -0.19 0.13
H -2.9220 -5.5379 3.5151 0.04 0.44 -0.64
H 0.3134 5.8998 -0.4931 0.07 0.15 0.07
H -0.9222 0.8235 -0.0438 0.38 -0.44 -0.12
O 5.2904 -2.4103 -4.9429 -0.19 0.04 -0.22
H -2.2543 2.2476 6.3969 -0.04 -0.09 -0.27
H -3.9770 -3.1771 -0.4478 -0.40 0.08 -0.28
O -0.9510 -4.7018 1.4696 0.65 0.15 0.02
C -5.8799 1.6078 -4.0706 -0.06 0.84 0.23
S -1.0281 2.1935 4.3265 -1.46 -0.24 1.82
O 5.1968 -5.6040 0.1597 -0.08 -0.04 -0.08
S 3.9304 -1.9723 -4.7854 -0.83 1.25 0.58
H 2.0553 -5.7912 1.1827 -0.33 -0.51 0.12
H 2.9344 0.2214 -5.2052 -0.15 -0.66 -0.22
H 2.4713 -6.2848 -1.7983 -0.25 -0.64 -0.01
H -4.8929 5.1552 -1.8881 -0.01 0.05 0.82
H -0.5885 1.4272 7.8085 0.44 -0.29 0.07
H 5.6130 -2.5202 4.2534 -0.34 -0.85 -0.19
H 3.0605 1.1158 -3.0022 0.29 0.43 -0.78
O 2.8738 -2.3990 -5.6670 0.24 -0.24 0.07
H 0.9839 -3.7031 0.3046 0.27 -0.03 0.43
C 0.6031 1.5210 4.6062 -0.32 -0.13 -0.09
O 3.4169 5.8685 -1.9466 0.65 -0.39 1.13
H 0.6989 -6.1458 0.0517 0.16 -0.33 0.03
C -3.9138 4.6842 -1.8279 0.93 0.82 -2.49
H 0.1213 -0.1589 5.8441 -0.38 0.14 0.33
H -6.7499 2.2435 -4.2541 -0.14 -0.12 0.15
H 0.5246 2.6595 7.1437 0.49 -0.48 0.37
C -0.1137 1.4592 0.3307 -1.02 0.26 0.29
H -4.4596 3.5046 -6.4953 0.20 -0.38 -0.41
H 1.0969 -3.3084 3.1947 -0.24 0.12 -0.32
H -5.5084 -2.6101 1.2564 -0.07 0.19 0.27
```
Forces are in eV/Å.

Results
energy	-158141.19383	eV
energy above the lowest of the compared OMol25 structures with the same formula, charge and spin	0.0	kJ/mol
orbital gap	0.1850	Ha
total charge	+1

***

Results for HOMO: -8.31, -9.09, -14.01, -9.92 (in eV, following the order of the records).